(1)
DFT (ωB97M-V/def2-TZVPD) results for a structure of composition C13H4BrCl5NO4S4Ta.

Values from the calculation:
orbital gap	6.9735	eV
highest occupied orbital energy	-8.276	eV
charge	0

```
33
Properties=species:S:1:pos:R:3:lowdin_charge:R:1
Ta 0.20 -0.69 0.42 1.3992
Br -0.13 0.23 4.09 0.8501
C -0.45 1.69 2.96 -0.7166
C -0.89 2.92 3.44 -0.0665
C -1.11 3.96 2.54 -0.0247
C -0.83 3.75 1.20 0.0318
C -0.40 2.50 0.84 -0.1841
N -0.25 1.47 1.68 -0.0501
C -0.05 2.13 -0.58 -0.5097
O -0.23 2.84 -1.52 0.1541
O 0.50 0.92 -0.70 -0.3104
H -1.08 3.06 4.50 0.1090
H -1.47 4.91 2.89 0.1185
H -0.97 4.51 0.43 0.1331
S 2.40 0.08 1.30 0.0737
S 3.03 -1.26 2.75 -0.0594
S 2.76 -2.98 1.71 -0.0348
S 0.71 -2.88 1.46 0.0438
Cl 2.94 -0.30 -1.93 0.7118
C 1.71 -1.40 -2.38 -0.6854
C 0.68 -1.64 -1.50 -0.3745
C -0.30 -2.51 -1.94 -0.6545
Cl -1.56 -2.71 -0.74 0.7524
C -0.33 -3.14 -3.17 -0.7073
Cl -1.62 -4.18 -3.59 0.7129
C 0.71 -2.85 -4.04 -0.6853
Cl 0.71 -3.58 -5.61 0.6953
C 1.74 -1.98 -3.65 -0.6786
Cl 3.00 -1.61 -4.76 0.6905
O -1.51 -0.94 1.61 -0.3363
C -2.40 -0.29 0.98 -0.5211
O -2.11 0.19 -0.11 -0.0365
H -3.41 -0.21 1.41 0.1596
```

=====

(2)
DFT (ωB97M-V/def2-TZVPD) results for the ion C5H9NO2 with charge -1.

Values from the calculation:
orbital gap (alpha / beta)	3.2065 / 7.2274	eV
highest occupied orbital energy (alpha / beta)	0.899 / -3.296	eV
energy relative to the best compared isomer or geometry (same formula, charge and spin)	59.3	kcal/mol
charge	-1
multiplicity	2

```
17
Properties=species:S:1:pos:R:3:mulliken_spin:R:1
C 0.54 1.51 -0.63 0.0600
N -0.28 0.86 0.37 -0.2263
C -1.80 1.03 0.37 0.2304
C 1.25 -0.64 1.54 0.1175
C -0.07 -0.60 0.81 0.1625
C -0.11 -1.64 -0.26 0.4132
O -0.68 -1.41 -1.29 0.2381
O 1.32 0.83 -1.31 0.0154
H 0.34 2.55 -0.88 -0.0030
H -2.45 0.39 -0.13 -0.0781
H -2.01 0.89 1.40 -0.0067
H -2.12 2.10 0.22 -0.0213
H 1.48 -1.72 1.77 -0.0325
H 1.99 -0.24 0.97 0.1377
H 1.14 -0.03 2.40 -0.0964
H -0.84 -0.79 1.57 0.0563
H 0.55 -2.49 -0.13 0.0332
```

=====

(3)
DFT (ωB97M-V/def2-TZVPD) results for a cluster of 3 separate species, C6H16N in total.

Values from the calculation:
orbital gap	8.4638	eV
highest occupied orbital energy	-13.092	eV
energy relative to the best compared isomer or geometry (same formula, charge and spin)	74.8	kcal/mol
charge	+1

```
23
Properties=species:S:1:pos:R:3:lowdin_charge:R:1
C 2.54 -0.64 -0.14 -0.0374
C 1.62 -0.15 0.94 -0.1354
C 0.39 -0.69 1.21 -0.1238
C 0.10 1.33 0.53 0.2327
C -0.32 -1.68 0.34 -0.2178
C -1.54 -2.28 1.03 -0.0813
N -1.66 3.06 -2.69 -0.0011
H 2.08 -0.84 -1.11 0.1035
H 2.98 -1.59 0.16 0.1109
H 3.36 0.08 -0.24 0.0933
H 2.04 0.77 1.32 0.1284
H 0.00 -0.48 2.20 0.1517
H -0.86 0.88 0.27 0.0696
H 0.72 1.44 -0.35 0.0876
H 0.20 1.82 1.48 0.0886
H 0.41 -2.48 0.16 0.1305
H -0.64 -1.23 -0.59 0.1287
H -2.26 -1.49 1.26 0.0832
H -1.28 -2.82 1.94 0.0859
H -2.05 -2.98 0.37 0.0876
H -1.68 3.67 -3.49 0.0105
H -2.56 2.60 -2.70 0.0054
H -1.60 3.70 -1.91 -0.0016
```

=====

Number 1: energy -200777.0577 eV, largest force on an atom 0.02366 hartree/bohr. Number 2: energy -10913.1938 eV, largest force on an atom 0.11576 hartree/bohr. Number 3: energy -7962.1867 eV, largest force on an atom 0.06302 hartree/bohr.